Entry 1:
17
Properties=species:S:1:pos:R:3:mulliken_spin:R:1 method="wB97M-V/def2-TZVPD" lumo_energy_ev="0.62 / 0.58" total_charge=0 total_energy_ha=-359.7031 multiplicity=2 e_homo_ha="-0.1315 / -0.3332" fmax_ha_per_bohr=0.0204 orbital_gap_ev="4.2 / 9.6"
N 0.7630 0.1082 0.5839 0.055
C 1.7680 -0.0249 -0.3556 0.772
N 2.8127 -0.9496 -0.2148 0.051
N 1.6847 0.6575 -1.5792 0.056
H -0.1600 0.4562 0.3719 0.004
H 0.8266 -0.4373 1.4224 -0.009
H 2.6067 -1.7314 0.3976 0.005
H 3.1738 -1.2618 -1.1094 0.026
H 2.5610 0.9417 -1.9881 0.019
H 0.9733 1.3640 -1.6323 -0.004
C -2.3327 -0.6589 1.5160 -0.012
C -2.7050 -0.1083 0.3758 0.010
O -2.0237 0.9340 -0.1994 0.018
H -2.7189 -1.6248 1.8010 -0.006
H -1.5799 -0.2162 2.1482 0.015
H -3.5812 -0.4187 -0.1801 0.003
H -2.6229 1.4255 -0.7706 -0.005

---

Entry 2:
123
Properties=species:S:1:pos:R:3:mulliken_charge:R:1 method="wB97M-V/def2-TZVPD" lumo_energy_ev=0.43 total_charge=0 total_energy_ha=-2597.6379 e_homo_ha=-0.3165 fmax_ha_per_bohr=0.0447 smiles="CO[C@@H](CCCCCOC(C)=O)CNCCCCOC(C)=O.CCOC(C)=O.CCOC(C)=O.CCOC(C)=O.CCOC(C)=O.CCOC(C)=O" orbital_gap_ev=9.0
C 1.5009 -3.6831 -1.4172 -0.770
O 0.9918 -3.1107 -0.2398 -0.506
C 1.0869 -1.6803 -0.2236 1.302
C -0.2312 -1.0714 -0.7087 0.039
C -0.0472 -0.1773 -1.9326 -0.834
C 0.4418 1.2285 -1.5744 0.330
C 1.0980 1.9550 -2.7571 -1.185
C 2.5996 1.7348 -2.8132 -0.328
O 2.9000 0.8382 -3.9083 -0.356
C 4.1289 0.2563 -3.7824 0.672
C 4.1171 -1.2355 -3.5919 -0.842
O 5.1712 0.9071 -3.8100 -0.582
C 1.6230 -1.2269 1.1355 -1.298
N 0.6402 -0.7734 2.0998 0.215
C 0.3872 0.6545 2.1322 -0.532
C 1.5491 1.5437 2.5446 -0.376
C 1.1510 3.0135 2.4436 0.541
C 2.3445 3.9494 2.5671 -0.808
O 2.5491 4.6233 1.3085 -0.278
C 3.8341 4.9851 1.0533 0.650
C 4.8651 3.8801 0.9940 -0.946
O 4.1256 6.1502 0.8276 -0.571
H 1.0446 -3.2444 -2.3069 0.265
H 2.5821 -3.5531 -1.4894 0.374
H 1.2494 -4.7360 -1.4281 0.291
H 1.8417 -1.4001 -0.9620 -0.404
H -0.7981 -0.5603 0.0616 0.552
H -0.8375 -1.9036 -1.0342 -0.939
H -0.9829 -0.1066 -2.4804 0.498
H 0.6687 -0.6408 -2.6111 0.220
H 1.1723 1.1463 -0.7706 -0.186
H -0.4096 1.8001 -1.2141 0.471
H 0.6650 1.5952 -3.6835 0.451
H 0.9058 3.0193 -2.6693 0.397
H 2.9626 1.2665 -1.8980 0.185
H 3.1553 2.6594 -2.9355 0.432
H 3.2636 -1.6956 -4.0755 0.347
H 4.1326 -1.4699 -2.5335 0.105
H 5.0224 -1.6240 -4.0413 0.400
H 2.4142 -0.4959 0.9506 0.179
H 2.1180 -2.0953 1.5629 0.455
H 0.8398 -1.1289 3.0179 0.417
H 0.0257 0.9871 1.1656 -0.359
H -0.4240 0.8340 2.8374 0.282
H 2.4110 1.4148 1.8876 0.105
H 1.8967 1.3015 3.5478 0.388
H 0.7752 3.1602 1.4332 0.302
H 0.3726 3.2546 3.1521 -0.628
H 3.2407 3.4033 2.8503 0.488
H 2.1700 4.7154 3.3182 0.338
H 5.5346 4.0845 0.1733 0.339
H 4.3725 2.9227 0.8606 0.249
H 5.3946 3.8580 1.9398 0.311
O -0.8099 3.0367 5.0939 -0.578
C -1.4817 4.0047 5.3258 0.909
O -2.4649 4.3189 4.4697 -0.362
C -3.4111 5.3648 4.7106 -0.438
C -2.8843 6.7168 4.2778 -1.008
C -1.1956 4.9069 6.5033 -1.169
H -3.7325 5.3580 5.7530 0.386
H -4.2787 5.0955 4.1119 0.322
H -2.0020 7.0082 4.8479 0.274
H -3.6481 7.4821 4.4142 0.376
H -2.6011 6.6897 3.2260 0.302
H -0.4013 5.5977 6.2239 0.263
H -0.8472 4.2885 7.3263 0.335
H -2.0538 5.4755 6.8519 0.367
O -1.9935 -3.0414 -2.8483 -0.605
C -2.4049 -3.9183 -2.1397 1.018
O -1.7332 -5.0816 -2.1010 -0.374
C -2.0396 -6.1211 -1.1674 -0.368
C -3.1567 -7.0162 -1.6588 -0.932
C -3.6736 -3.7583 -1.3381 -1.273
H -2.2453 -5.6990 -0.1823 0.249
H -1.1194 -6.6957 -1.0779 0.392
H -4.0904 -6.4645 -1.7765 0.250
H -3.3264 -7.8339 -0.9585 0.413
H -2.9019 -7.4420 -2.6280 0.241
H -4.5212 -4.0017 -1.9776 0.336
H -3.7564 -2.7214 -1.0234 0.338
H -3.7148 -4.3705 -0.4415 0.363
O 3.9336 11.8856 -3.0977 -0.562
C 4.2555 10.8262 -2.6384 0.701
O 3.8324 10.4975 -1.4065 -0.374
C 4.0348 9.2003 -0.8312 -0.373
C 5.3910 9.0700 -0.1751 -0.850
C 5.1707 9.8831 -3.3873 -0.872
H 3.8580 8.4200 -1.5722 0.366
H 3.2527 9.1011 -0.0822 0.291
H 6.2026 9.1796 -0.8960 0.261
H 5.4788 8.0961 0.3015 0.287
H 5.5187 9.8463 0.5800 0.297
H 6.2001 10.1962 -3.2204 0.241
H 4.9472 9.9674 -4.4475 0.299
H 5.0674 8.8384 -3.1052 0.302
O -4.1328 -2.6390 1.9932 -0.574
C -3.4863 -2.5642 2.9994 0.759
O -3.4096 -1.3752 3.6226 -0.376
C -2.7857 -1.1944 4.8944 -0.702
C -1.2941 -0.9711 4.7679 -0.250
C -2.7116 -3.7438 3.5401 -0.886
H -3.0278 -2.0221 5.5631 0.421
H -3.2560 -0.3053 5.3103 0.347
H -0.7918 -1.8360 4.3332 0.239
H -0.8560 -0.7724 5.7465 0.405
H -1.1042 -0.1183 4.1170 -0.136
H -1.7621 -3.8029 3.0088 0.145
H -3.2842 -4.6455 3.3382 0.339
H -2.5186 -3.7035 4.6093 0.358
O -2.1362 -10.1230 -3.5974 -0.540
C -3.0888 -10.2608 -4.3100 0.851
O -4.1419 -9.4386 -4.1420 -0.342
C -5.2594 -9.3970 -5.0315 -0.438
C -6.2914 -10.4540 -4.6974 -0.994
C -3.1626 -11.3658 -5.3384 -1.097
H -4.9270 -9.4556 -6.0688 0.354
H -5.6871 -8.4058 -4.8933 0.357
H -5.8884 -11.4606 -4.8092 0.273
H -7.1584 -10.3573 -5.3509 0.365
H -6.6190 -10.3444 -3.6639 0.308
H -3.4822 -12.2801 -4.8406 0.273
H -2.1652 -11.5180 -5.7418 0.309
H -3.8321 -11.1614 -6.1703 0.330

---

Entry 3:
7
Properties=species:S:1:pos:R:3:mulliken_charge:R:1 method="wB97M-V/def2-TZVPD" lumo_energy_ev=-2.12 total_charge=0 total_energy_ha=-228.6243 e_homo_ha=-0.3779 fmax_ha_per_bohr=0.1184 orbital_gap_ev=8.2
C -0.6954 -1.4906 -0.0480 -0.439
C -0.3141 -0.5567 0.8356 0.278
C -0.4409 0.5138 1.4725 -0.422
C 1.4083 2.3669 -0.7930 0.183
O 2.4649 2.7345 -1.0425 -0.189
H -1.2506 -1.2171 -0.7968 0.319
H -1.1722 -2.3509 0.3721 0.271

---

Entry 4:
17
Properties=species:S:1:pos:R:3:mulliken_charge:R:1 method="wB97M-V/def2-TZVPD" lumo_energy_ev=-3.01 total_charge=+1 total_energy_ha=-288.9915 e_homo_ha=-0.5420 fmax_ha_per_bohr=0.1284 smiles="CC1=C[C@@]2(C)C[N@@H+]12" orbital_gap_ev=11.7
C 0.3370 0.9211 -0.6646 -0.269
C 1.1926 0.1748 -0.1104 0.284
C -0.8216 -1.1826 -0.7194 -0.516
C -0.9286 0.1567 -0.2591 0.852
C 2.6977 0.2040 0.0476 -1.168
C -2.2335 0.7007 0.3069 -1.241
N 0.0010 -0.8373 0.4412 -0.153
H 0.4487 1.8967 -1.3285 0.305
H -1.6591 -1.7893 -0.2956 0.307
H -0.2091 -1.5084 -1.5730 0.306
H 3.3450 0.8858 -0.6390 0.333
H 3.0932 -0.7666 -0.2277 0.340
H 2.9123 0.2752 1.0617 0.325
H -2.2374 1.0492 1.3494 0.321
H -2.9496 -0.1209 0.3510 0.348
H -2.6251 1.4930 -0.3397 0.341
H 0.0501 -1.3733 1.2825 0.285

---

Entry 5:
14
Properties=species:S:1:pos:R:3:mulliken_charge:R:1 method="wB97M-V/def2-TZVPD" lumo_energy_ev=0.59 total_charge=0 total_energy_ha=-233.2672 e_homo_ha=-0.3127 fmax_ha_per_bohr=0.0069 smiles="C1=C[C@@H]2CC2=C1.[H][H]" orbital_gap_ev=9.1
C -0.0112 -1.3360 0.8854 -0.667
C -0.2554 -0.6087 -0.5451 0.071
C -1.2684 0.3814 -0.8693 -0.780
C -1.1262 1.4679 -0.0398 -0.228
C -0.1256 1.1702 0.9391 -0.662
C 0.4752 -0.0174 0.5912 0.221
H -0.8146 -1.4750 1.6109 0.256
H 0.5885 -2.2257 0.7003 0.262
H 0.2044 -1.1966 -1.3343 0.444
H -1.9007 0.3391 -1.7513 0.377
H 3.3329 -0.2879 -1.4010 0.212
H -1.7422 2.3624 -0.0563 0.388
H -0.0304 1.6664 1.8998 0.328
H 2.7559 -0.1444 -0.9518 -0.221

---

Entry 6:
15
Properties=species:S:1:pos:R:3:mulliken_charge:R:1 method="wB97M-V/def2-TZVPD" lumo_energy_ev="3.88 / 3.88" total_charge=-1 total_energy_ha=-776.6128 e_homo_ha="-0.0948 / -0.0946" fmax_ha_per_bohr=0.0752 orbital_gap_ev="6.5 / 6.5"
C -1.2331 -0.8480 -0.7009 -0.418
C -1.0556 -1.3009 0.7260 -0.608
C -0.9922 0.1342 0.4724 -0.297
N 0.3731 2.1017 0.0219 -0.657
N 0.2589 0.8054 0.7073 -0.376
O 2.4778 0.4270 -1.1996 -0.602
O 3.0558 -0.7285 0.8719 -0.551
S 2.0171 -0.5546 -0.1364 0.534
H -0.2950 -1.0538 -1.3534 0.137
H -2.2056 -0.6360 -1.0868 0.314
H -1.9625 -1.6030 1.1993 0.279
H -0.2125 -1.9803 0.6856 0.205
H -1.7565 0.8059 0.7313 0.522
H 0.1969 2.0232 -0.9374 0.224
H 1.3333 2.4078 -0.0011 0.295

---

Entry 7:
18
Properties=species:S:1:pos:R:3:mulliken_charge:R:1 method="wB97M-V/def2-TZVPD" lumo_energy_ev=-0.20 total_charge=0 total_energy_ha=-1084.3301 e_homo_ha=-0.3178 fmax_ha_per_bohr=0.0932 smiles=NCCSS.O.O orbital_gap_ev=8.4
N -1.9230 -0.1905 2.5792 -0.595
C -1.9928 -1.2114 1.4200 -0.487
C -0.4947 -1.4769 0.9931 -0.334
S -0.1127 -1.5805 -0.6992 -0.051
S -0.9221 -0.0909 -2.0363 -0.245
H -2.8642 -0.1213 3.0214 0.233
H -1.6284 0.7790 2.2320 0.213
H -2.2600 -2.0024 2.0346 0.312
H -2.4803 -0.9315 0.5421 0.341
H -0.0648 -0.5223 1.1905 0.144
H 0.1270 -2.2338 1.5058 0.335
H -1.4577 0.8991 -1.3940 0.136
H 3.2099 3.1356 0.3516 0.339
H 3.3778 2.8003 1.8249 0.316
O 3.6054 3.5020 1.1168 -0.646
H 1.3313 0.8797 -0.6187 0.296
H 1.7867 2.1014 -1.4555 0.320
O 2.1279 1.4257 -0.8667 -0.627

---

Entry 8:
119
Properties=species:S:1:pos:R:3:mulliken_charge:R:1 method="wB97M-V/def2-TZVPD" lumo_energy_ev="-0.55 / -0.46" total_charge=0 total_energy_ha=-5891.5703 e_homo_ha="-0.2494 / -0.2489" fmax_ha_per_bohr=0.0250 orbital_gap_ev="6.2 / 6.3"
W -0.7320 -0.5516 -0.3124 0.501
O -1.0614 -4.6641 0.2226 -0.731
C -1.1061 -3.4922 -0.0993 -0.077
N -0.3435 -2.4560 0.3458 0.926
C 0.6448 -2.7182 1.3475 -0.892
C 1.5784 -3.7289 1.1640 -0.132
C 2.6007 -3.9083 2.0810 -0.850
C 2.7109 -3.0609 3.1768 -1.022
C 1.7600 -2.0706 3.3708 -0.217
C 0.7084 -1.9115 2.4826 -0.776
N -0.3521 -1.0056 2.8227 0.326
C -0.6452 -0.0158 1.8101 0.116
O 0.1590 1.1320 2.0314 -0.807
C -2.0741 0.4803 1.8275 -0.491
C -4.0241 1.1970 3.2284 -0.292
C -4.9984 1.2285 2.1415 -0.471
C -4.9371 0.3451 0.9503 -1.579
C -3.8904 -0.2508 0.3511 0.271
N -2.5416 -0.2385 0.6595 0.604
C -2.1426 -3.0520 -1.1128 0.381
C -3.0212 -3.9633 -1.6677 -0.272
C -3.8677 -3.5326 -2.6729 -0.946
C -3.7984 -2.2113 -3.0948 -0.882
C -2.9258 -1.3525 -2.4533 -0.161
N -2.1211 -1.7695 -1.4675 0.329
H 1.5102 -4.3605 0.2880 0.559
H 3.3245 -4.6992 1.9250 0.453
H 3.5168 -3.1862 3.8889 0.422
H 1.7847 -1.4250 4.2394 0.525
H -3.8446 2.1105 3.7877 0.572
H -5.5466 2.1543 1.9948 0.600
H -5.8986 0.1529 0.4858 0.434
H -4.1462 -0.8587 -0.5057 0.275
H -2.9896 -4.9818 -1.3064 0.596
H -4.5661 -4.2192 -3.1340 0.443
H -4.4299 -1.8345 -3.8872 0.539
H -2.8701 -0.3003 -2.6991 0.291
C -0.1496 1.3456 -4.3488 -1.693
C 0.9768 0.8841 -3.4218 2.048
C 2.3487 1.0755 -4.0676 -1.683
P 0.5768 -0.7859 -2.7400 1.556
C 0.3210 -1.8644 -4.2143 0.580
C 1.5108 -1.9026 -5.2008 -1.823
C -0.1322 -3.2706 -3.8086 -1.012
C 2.0497 -1.4027 -1.8877 0.642
C 2.9150 -2.4369 -2.2365 -0.960
C 3.9681 -2.7943 -1.4021 0.348
C 4.9269 -3.8889 -1.7940 -1.870
C 4.1173 -2.1075 -0.1974 -1.250
C 3.2306 -1.1184 0.1857 0.542
C 2.1904 -0.7621 -0.6611 -1.340
N 1.2475 0.2670 -0.3392 0.966
C 1.8169 1.5504 -0.1654 -1.184
C 3.0862 1.7950 -0.7226 0.235
C 3.7121 3.0250 -0.6585 -1.420
C 3.0963 4.1080 -0.0524 0.025
C 3.7322 5.4729 0.0002 -1.676
C 1.8390 3.8762 0.4820 0.087
C 1.1829 2.6418 0.4715 0.107
P -0.4451 2.5488 1.3683 1.073
C -0.5179 3.6507 2.8563 1.240
C 0.0456 5.0727 2.8162 -1.876
C -0.0090 2.9371 4.1102 -1.482
C -1.3607 3.4883 -0.0182 0.369
C -0.7523 4.6771 -0.7650 -1.897
C -1.7450 2.4037 -1.0459 -0.064
H -0.0444 2.4124 -4.5576 0.430
H -1.1377 1.1930 -3.9053 0.263
H -0.1214 0.8204 -5.3067 0.363
H 0.9478 1.5069 -2.5263 -1.067
H 2.3696 0.6942 -5.0886 0.396
H 3.1417 0.5873 -3.4993 0.327
H 2.5841 2.1418 -4.1077 0.394
H -0.5264 -1.3939 -4.7203 0.848
H 1.7374 -2.9352 -5.4750 0.457
H 2.4255 -1.4704 -4.8051 0.402
H 1.2716 -1.3681 -6.1214 0.250
H 0.5449 -3.7361 -3.0878 0.193
H -0.1743 -3.9158 -4.6890 0.641
H -1.1268 -3.2537 -3.3740 -0.065
H 2.7886 -2.9741 -3.1688 0.345
H 4.4444 -4.6259 -2.4369 0.401
H 5.3109 -4.4086 -0.9154 0.400
H 5.7853 -3.4882 -2.3382 0.292
H 4.9216 -2.3855 0.4750 0.381
H 3.3269 -0.6192 1.1426 0.726
H 3.6110 0.9914 -1.2182 0.603
H 4.7001 3.1361 -1.0948 0.394
H 4.8206 5.4037 -0.0106 0.409
H 3.4418 6.0117 0.9036 0.365
H 3.4355 6.0870 -0.8541 0.283
H 1.3448 4.7174 0.9427 0.534
H -1.6044 3.7443 2.9392 0.183
H 1.1348 5.0789 2.8650 0.442
H -0.3168 5.6054 3.6981 0.474
H -0.2739 5.6436 1.9444 0.299
H 1.0624 2.7401 4.0394 0.347
H -0.5033 1.9822 4.2806 0.005
H -0.1839 3.5846 4.9737 0.532
H -2.2835 3.8226 0.4596 0.876
H 0.1467 4.4040 -1.3186 0.303
H -0.5064 5.5186 -0.1173 0.266
H -1.4857 5.0394 -1.4922 0.537
H -0.9946 1.5818 -1.0940 -0.512
H -1.7485 2.7978 -2.0653 0.706
H -2.7048 1.9463 -0.8264 -0.135
Br -3.8132 -2.7029 7.3223 -0.207
C -2.9432 -2.1742 5.7357 -0.369
C -1.7195 -2.9177 5.3652 -0.336
N -1.0520 -2.7217 4.3109 -0.400
C -1.5269 -1.7516 3.3352 0.676
C -2.6086 -0.8033 3.8008 0.698
C -3.3589 -1.1492 5.0058 -0.963
C -2.8819 0.2628 3.0595 0.214
O -5.3201 0.6140 3.4215 -0.581
O -2.0023 1.8537 1.5734 -0.194
H -1.3638 -3.6742 6.0624 0.415
H -1.9536 -2.3633 2.5230 0.013
H -4.2201 -0.5573 5.2828 0.591